(1)
ORCA calculation (ωB97M-V/def2-TZVPD) on 6 unconnected molecules or ions with the total composition C23H19B2N4O16 at a distorted geometry.

As for the max |F|: 1.92 eV/Å. The value obtained for the HOMO-LUMO gap is 8.807 eV. The energy comes out at -64246.3861 eV. Its LUMO energy is 1.75 eV. The charge is -1.

Cartesian coordinates (Å):
N 0.461 0.187 -0.998
H 1.068 0.008 -1.838
H 0.472 -0.583 -0.272
H -0.512 0.072 -1.306
H 0.698 1.133 -0.661
O -1.196 3.312 6.565
C -1.116 2.291 5.962
O -2.040 1.733 5.165
B -1.373 0.661 4.407
O -0.057 0.492 4.956
C 0.173 1.442 5.838
O 1.191 1.567 6.461
O -2.237 -0.565 4.387
C -2.517 -0.927 3.166
O -3.038 -1.940 2.798
C -1.759 0.042 2.234
O -1.303 1.018 2.973
O -1.724 -0.066 1.037
O -1.264 0.198 -3.401
C -2.118 -0.642 -3.320
O -2.620 -1.116 -2.208
B -3.749 -2.046 -2.477
O -3.789 -2.080 -3.962
C -2.911 -1.261 -4.488
O -2.914 -0.916 -5.633
O -5.010 -1.548 -1.930
C -5.356 -2.359 -0.929
O -6.337 -2.258 -0.262
C -4.419 -3.603 -0.924
O -3.484 -3.333 -1.806
O -4.456 -4.509 -0.144
N 0.894 2.991 -0.364
C 1.177 4.156 -0.960
C 1.215 5.367 -0.299
C 0.942 5.382 1.063
C 0.858 4.174 1.728
C 0.825 3.014 0.974
H 1.353 4.097 -2.028
H 1.553 6.301 -0.728
H 0.924 6.307 1.625
H 0.819 4.214 2.808
H 0.766 2.083 1.529
N 0.793 -1.895 0.797
C -0.110 -2.666 1.396
C 0.277 -3.654 2.308
C 1.603 -3.762 2.682
C 2.535 -2.913 2.092
C 2.090 -2.022 1.169
H -1.165 -2.544 1.185
H -0.489 -4.290 2.730
H 1.840 -4.383 3.537
H 3.583 -2.977 2.355
H 2.747 -1.343 0.637
N 2.266 -0.262 -3.136
C 2.169 0.647 -4.110
C 3.197 0.889 -5.018
C 4.404 0.224 -4.848
C 4.518 -0.703 -3.835
C 3.425 -0.939 -3.023
H 1.214 1.138 -4.255
H 3.047 1.588 -5.828
H 5.201 0.364 -5.566
H 5.439 -1.257 -3.715
H 3.327 -1.732 -2.292

These are the Löwdin partial charges, in e, on atoms 1 to 6: number 1, N, carries 0.239; number 2, H, carries 0.063; number 3, H, carries 0.057; number 4, H, carries 0.088; number 5, H, carries 0.060; number 6, O, carries 0.157

***

(2)
ORCA calculation (ωB97M-V/def2-TZVPD) on a molecular structure, C23H19Cl7N4O7SiW.

As for the max |F|: 0.71 eV/Å. The value obtained for the HOMO-LUMO gap is 6.041 eV. The energy comes out at -141793.6957 eV. Its LUMO energy is -8.98 eV. The charge is +2.

Cartesian coordinates (Å):
W -0.036 0.067 -0.251
C -2.046 2.722 -2.393
C -2.281 1.256 -2.489
C -3.184 0.701 -3.394
C -3.361 -0.669 -3.459
C -2.647 -1.529 -2.624
C -1.797 -0.916 -1.740
N -1.613 0.413 -1.690
N -0.946 -1.515 -0.748
Si -1.600 -2.940 0.283
C -0.516 -2.975 1.795
C -3.349 -2.423 0.635
C -1.389 -4.458 -0.757
H -1.570 3.084 -3.307
H -1.425 2.980 -1.539
H -2.998 3.243 -2.296
H -3.745 1.360 -4.041
H -4.069 -1.084 -4.166
H -2.757 -2.602 -2.660
H -0.223 -2.006 2.206
H 0.395 -3.550 1.624
H -1.078 -3.478 2.586
H -3.465 -1.339 0.701
H -3.639 -2.826 1.608
H -4.057 -2.800 -0.103
H -0.409 -4.473 -1.237
H -2.156 -4.582 -1.521
H -1.443 -5.331 -0.101
O -2.518 0.378 2.784
C -1.468 0.632 2.306
O -1.364 0.749 0.909
C -0.210 0.925 3.037
C -0.270 1.468 4.316
C 0.916 1.795 4.945
C 2.153 1.619 4.355
C 2.201 1.087 3.080
C 1.027 0.710 2.441
O 1.034 0.061 1.236
N 3.499 0.986 2.395
O 4.471 0.796 3.076
O 3.473 1.117 1.184
N 0.860 2.378 6.311
O -0.241 2.531 6.783
O 1.919 2.657 6.819
H -1.219 1.635 4.808
H 3.062 1.901 4.872
Cl 2.014 -2.095 -0.556
C 3.576 -2.043 -1.503
Cl 4.334 -0.478 -1.491
H 3.311 -2.337 -2.511
H 4.206 -2.772 -1.007
Cl 0.724 2.887 0.139
C 1.465 2.322 -1.325
C 1.077 1.044 -1.717
C 1.471 0.595 -2.981
Cl 0.895 -0.910 -3.571
C 2.338 1.359 -3.757
Cl 2.881 0.782 -5.266
C 2.786 2.606 -3.283
Cl 3.869 3.524 -4.207
C 2.331 3.112 -2.055
Cl 2.802 4.646 -1.487

These are the Löwdin partial charges, in e, on atoms 1 to 6: number 1, W, carries 1.821; number 2, C, carries 0.015; number 3, C, carries -0.246; number 4, C, carries 0.028; number 5, C, carries 0.023; number 6, C, carries 0.020

***

(3)
ORCA calculation (ωB97M-V/def2-TZVPD) on a single C23H19F3N2O3S molecule.

As for the max |F|: 0.79 eV/Å. The value obtained for the HOMO-LUMO gap is 8.460 eV. The energy comes out at -52272.2550 eV. Its SMILES is O=C(O)CSc1c2c(nc3cc(C(=O)Nc4cccc(C(F)(F)F)c4)ccc13)CCCC2. Its LUMO energy is -0.15 eV.

Cartesian coordinates (Å):
O -1.853 -4.435 -0.303
C -2.566 -3.925 0.517
O -3.562 -4.577 1.122
H -3.628 -5.487 0.791
C -2.489 -2.493 0.970
H -1.457 -2.156 1.031
H -3.014 -2.359 1.914
S -3.343 -1.462 -0.297
C -2.114 -0.176 -0.510
C -2.374 1.102 -0.086
C -1.354 2.078 -0.244
N -0.184 1.830 -0.758
C 0.082 0.582 -1.190
C 1.362 0.320 -1.709
C 1.690 -0.941 -2.149
C 0.720 -1.960 -2.158
C -0.526 -1.736 -1.643
C -0.867 -0.477 -1.113
H -1.254 -2.532 -1.637
H 0.983 -2.928 -2.558
C 3.069 -1.243 -2.624
O 3.328 -1.730 -3.700
N 4.082 -0.896 -1.758
C 3.995 -0.434 -0.449
C 3.000 -0.882 0.417
C 2.898 -0.335 1.685
C 3.809 0.608 2.140
C 4.841 0.994 1.302
C 4.933 0.487 0.020
H 5.728 0.812 -0.635
H 5.570 1.711 1.647
H 3.714 1.024 3.130
C 1.783 -0.810 2.571
F 2.055 -1.993 3.153
F 1.498 0.040 3.566
F 0.631 -0.995 1.895
H 2.306 -1.646 0.107
H 5.007 -0.923 -2.171
H 2.068 1.135 -1.737
C -1.673 3.452 0.246
C -3.026 3.925 -0.303
C -4.112 2.835 -0.243
C -3.649 1.586 0.517
H -3.478 1.841 1.567
H -4.416 0.813 0.472
H -4.381 2.529 -1.256
H -5.014 3.224 0.230
H -3.339 4.803 0.263
H -2.887 4.239 -1.339
H -0.877 4.138 -0.043
H -1.715 3.423 1.339

These are the Löwdin partial charges, in e, on atoms 1 to 6: number 1, O, carries 0.096; number 2, C, carries -0.615; number 3, O, carries 0.109; number 4, H, carries 0.136; number 5, C, carries -0.310; number 6, H, carries 0.081

***

(4)
ORCA calculation (ωB97M-V/def2-TZVPD) on a molecular structure, C23H19F3N5O7Pd.

As for the max |F|: 0.91 eV/Å. Its spin multiplicity is 2. The value obtained for the HOMO-LUMO gap (alpha / beta) is 7.658 / 6.636 eV. The energy comes out at -57572.2134 eV. Its LUMO energy (alpha / beta) is -1.09 / -2.11 eV.

Cartesian coordinates (Å):
Pd 0.212 -1.155 0.125
O -1.101 2.206 0.286
C -0.780 1.281 0.996
O 0.379 0.660 0.918
C -1.766 0.807 2.069
C -1.212 -0.129 3.151
C -2.228 -0.212 4.299
C -3.303 -1.143 3.685
C -2.728 -1.368 2.284
O -1.320 -1.439 2.556
C -2.886 -0.086 1.441
C -2.724 -0.322 -0.066
O -3.558 0.112 -0.834
O -1.725 -1.069 -0.471
H -2.169 1.717 2.511
H -0.180 0.069 3.427
H -2.619 0.771 4.558
H -1.783 -0.646 5.194
H -4.301 -0.706 3.666
H -3.354 -2.090 4.222
H -3.059 -2.275 1.783
H -3.880 0.337 1.572
N -1.141 -1.460 -3.274
C -0.667 -0.227 -3.008
O 0.351 0.014 -2.389
C -1.488 0.912 -3.531
C -2.733 0.691 -4.143
N -3.730 0.422 -4.660
C -0.983 2.215 -3.423
N -0.579 3.296 -3.390
H -2.083 -1.576 -3.605
H -0.731 -2.207 -2.731
O 0.256 -2.952 -0.910
N -0.138 -3.980 -0.163
C 0.759 -4.914 0.197
C 0.349 -6.020 0.916
C -0.977 -6.127 1.303
C -1.867 -5.123 0.949
C -1.427 -4.044 0.216
H 1.717 -4.823 -0.293
H 1.079 -6.767 1.191
H -1.317 -6.989 1.860
H -2.905 -5.161 1.245
H -2.015 -3.191 -0.100
F 6.806 -1.884 2.065
C 5.850 -2.786 2.311
F 5.828 -3.015 3.631
F 6.217 -3.934 1.712
C 4.505 -2.330 1.803
C 3.347 -2.706 2.466
C 2.132 -2.307 1.940
N 2.057 -1.520 0.861
C 3.170 -1.143 0.231
C 4.421 -1.542 0.669
H 3.383 -3.304 3.365
H 1.196 -2.463 2.468
H 3.035 -0.493 -0.623
H 5.307 -1.228 0.136

These are the Löwdin partial charges, in e, on atoms 1 to 6: number 1, Pd, carries 1.074; number 2, O, carries 0.105; number 3, C, carries -0.594; number 4, O, carries -0.167; number 5, C, carries -0.103; number 6, C, carries -0.258